This record from the Open Molecules 2025 dataset describes 6 unconnected molecules or ions with the total composition C52H89N7O3 in a non-equilibrium geometry. The level of theory is ωB97M-V/def2-TZVPD.

XYZ file:
```
151
Properties=species:S:1:pos:R:3:forces:R:3:lowdin_charge:R:1
C 5.26916 -9.67626 0.21114 -0.65 1.46 0.30 0.116
N 4.70501 -8.33792 0.79285 -0.27 0.66 0.12 -0.027
C 4.13584 -8.31866 2.02379 1.01 -1.58 -0.70 0.026
C 3.60021 -7.20711 2.59245 -0.46 1.33 -0.02 0.043
C 3.71650 -5.97338 1.94282 0.20 0.37 -0.08 -0.096
C 4.35652 -5.94808 0.67461 -1.55 -0.64 1.59 0.048
C 4.74079 -7.15951 0.12397 0.77 0.28 -0.36 0.022
C 3.17597 -4.68919 2.56848 0.96 0.34 -0.20 -0.086
C 3.14970 -4.44850 3.96652 -0.95 -0.80 -0.70 0.077
C 2.57524 -3.30256 4.50937 1.02 0.39 -2.00 0.063
N 2.26344 -2.28439 3.63565 -0.92 -0.32 0.33 -0.072
C 2.35618 -2.40263 2.27168 0.97 -2.05 1.75 0.030
C 2.85618 -3.62279 1.72316 -0.93 2.37 0.73 0.037
C 1.68953 -0.96571 4.14039 1.19 -0.73 -0.83 0.058
H 4.55639 -10.44837 0.50084 0.27 0.01 -0.03 0.114
H 6.26511 -9.80244 0.63571 -0.13 -0.12 -0.06 0.124
H 5.29177 -9.54225 -0.87036 0.10 -0.14 0.16 0.109
H 4.19198 -9.25965 2.55084 -0.29 -0.14 0.06 0.166
H 3.03282 -7.31275 3.50531 0.24 -0.05 0.21 0.142
H 4.36627 -5.01330 0.13380 0.56 -0.30 -0.29 0.116
H 5.15624 -7.10297 -0.87132 0.14 -0.65 -0.09 0.155
H 3.48083 -5.26037 4.59709 0.01 0.18 0.40 0.140
H 2.49254 -3.15019 5.57536 -0.11 0.23 0.01 0.160
H 2.03504 -1.49732 1.77804 0.32 -0.28 -0.52 0.099
H 3.02192 -3.58963 0.65647 -0.21 -0.46 -0.02 0.102
H 1.86867 -0.87328 5.21159 -0.40 -0.08 -0.15 0.119
H 0.66638 -0.88908 3.77245 0.00 -0.05 0.55 0.075
H 2.29510 -0.22888 3.61270 -0.13 0.27 0.29 0.109
C -2.22640 -2.74271 2.91092 0.55 0.22 1.47 0.023
N -2.71970 -2.91667 1.57896 -1.21 -0.15 -2.24 -0.082
C -2.50456 -1.92720 0.65745 0.44 -0.74 -0.06 0.025
C -2.76622 -2.12181 -0.70076 0.40 0.54 1.45 0.033
C -3.47767 -3.24355 -1.10980 0.36 0.58 0.31 -0.149
C -3.73353 -4.19781 -0.15805 -0.03 -1.02 1.75 0.080
C -3.29385 -4.05152 1.16226 -0.56 0.29 -0.34 0.058
C -3.96116 -3.32143 -2.48222 -1.55 -0.57 -0.97 -0.147
C -3.99096 -4.56102 -3.10547 -0.32 -0.18 -2.95 0.068
C -4.56886 -4.69047 -4.41792 0.34 1.38 1.72 0.092
N -5.15661 -3.60265 -4.98896 -0.46 -0.83 -0.35 -0.057
C -5.21808 -2.43141 -4.36740 0.91 1.00 1.97 0.019
C -4.63701 -2.24433 -3.10788 0.48 -1.01 -0.02 0.082
C -5.88338 -3.63533 -6.31092 0.04 -0.84 0.03 0.081
H -2.43737 -1.72243 3.23126 0.64 0.14 -0.19 0.091
H -1.18217 -3.05066 2.85763 0.20 0.60 0.42 0.113
H -2.66665 -3.32093 3.72330 -0.53 -0.57 -0.67 0.131
H -2.04288 -1.07733 1.13805 0.08 0.33 -0.63 0.101
H -2.38629 -1.44659 -1.45317 -0.26 0.51 0.26 0.121
H -4.29802 -5.11201 -0.26759 -0.13 0.00 -0.72 0.154
H -3.50668 -4.78963 1.92142 0.08 -0.18 -0.02 0.166
H -3.45933 -5.43803 -2.76693 -0.15 -0.02 0.40 0.137
H -4.54088 -5.63409 -4.94251 -0.20 0.07 -0.26 0.161
H -5.70334 -1.59533 -4.84894 -0.20 -0.18 -0.22 0.162
H -4.71547 -1.31748 -2.55908 -0.18 0.26 -0.33 0.116
H -6.95233 -3.78747 -6.16154 0.03 -0.06 0.41 0.130
H -5.51077 -4.50417 -6.85349 0.07 0.40 -0.31 0.118
H -5.76939 -2.67046 -6.80502 0.39 -0.32 -0.11 0.117
C -4.70670 1.66094 -1.54995 -0.23 -0.16 0.32 -0.091
C -4.83496 1.19168 -0.09570 -0.84 0.59 -0.70 -0.272
C -3.74876 1.68965 0.85443 -1.02 -0.64 0.70 -0.157
C -4.16352 1.17723 2.31695 1.00 0.69 -0.44 -0.085
N -3.58220 1.97928 3.50222 0.67 -1.62 -1.55 -0.235
C -4.07133 3.43882 3.50990 -0.25 -0.21 0.70 -0.082
C -3.86336 3.85717 4.96208 1.04 -0.32 0.74 -0.093
C -3.77036 2.50216 5.80984 -0.07 0.03 -0.18 -0.103
C -4.05601 1.37907 4.83000 -0.80 1.02 -0.64 -0.111
C -2.01461 1.82110 3.39171 -2.42 0.51 0.17 0.056
H -4.83705 2.74204 -1.59823 0.58 0.04 -0.18 0.094
H -5.52417 1.28540 -2.16543 -0.13 -0.21 0.16 0.079
H -3.78915 1.28103 -1.99925 0.30 0.46 -0.14 0.059
H -4.85123 0.10180 -0.09787 -0.06 -0.24 0.29 0.090
H -5.81877 1.53876 0.22013 -0.05 -0.18 0.32 0.125
H -3.61581 2.77081 0.81566 -0.38 0.09 0.12 0.117
H -2.85113 1.29061 0.38207 0.65 -0.27 0.85 0.086
H -3.86921 0.14008 2.47760 0.38 -0.08 -0.03 0.098
H -5.24398 1.12385 2.45057 -0.05 0.62 -0.20 0.136
H -3.53476 4.06685 2.79872 0.28 -0.37 0.04 0.130
H -5.12368 3.51397 3.23601 -0.06 -0.70 -0.12 0.149
H -2.93801 4.43306 4.94860 0.40 -0.38 0.57 0.111
H -4.54557 4.61400 5.34924 -0.55 -0.53 -0.16 0.135
H -2.79505 2.24784 6.22480 0.21 0.83 0.11 0.111
H -4.46150 2.37355 6.64283 -0.08 0.62 -0.04 0.135
H -3.61456 0.41920 5.09809 0.45 0.14 -0.42 0.134
H -5.12269 1.19178 4.70666 -0.10 0.17 -0.04 0.142
H -1.59291 2.30117 4.27478 0.24 0.14 -0.42 0.113
H -1.78545 2.24263 2.41299 0.48 0.14 0.43 0.071
H -1.82923 0.74704 3.40315 0.02 0.11 0.05 0.071
C 0.59137 3.98348 1.88768 -0.34 0.72 -0.36 -0.089
C 1.16255 4.50590 0.52076 -0.75 0.08 1.21 -0.224
C 1.48831 6.00790 0.50795 -0.64 0.47 0.75 -0.188
C 2.64134 6.39702 1.46473 0.14 1.05 -1.26 -0.106
N 3.01604 7.91278 1.47964 -1.00 -1.71 0.15 -0.240
C 3.35210 8.40092 0.01018 1.14 -0.56 1.82 -0.058
C 4.19218 9.62755 0.32409 -0.25 0.22 0.98 -0.113
C 4.89801 9.27310 1.67782 1.44 1.22 0.23 -0.143
C 4.34239 8.02065 2.27422 -0.74 -0.24 -1.60 -0.095
C 1.85658 8.73538 2.13965 1.61 -1.65 -1.12 0.087
H 1.01661 4.43544 2.78378 0.86 -0.35 -0.15 0.071
H 0.57136 2.89739 1.97772 0.29 -0.06 0.02 0.037
H -0.43101 4.32045 2.05884 -0.40 -0.01 -0.63 0.062
H 0.41450 4.37270 -0.26076 -0.18 -0.19 0.06 0.099
H 2.01563 3.90774 0.20053 0.28 0.13 0.17 0.100
H 0.68242 6.64204 0.87742 -0.80 -0.68 0.31 0.103
H 1.39505 6.29280 -0.54002 1.53 0.32 -0.14 0.119
H 3.56375 5.87746 1.20528 -0.02 0.02 0.08 0.125
H 2.35083 6.15581 2.48724 0.11 -0.05 -0.06 0.121
H 2.49594 8.44479 -0.66300 -0.16 0.33 0.54 0.135
H 4.01864 7.61244 -0.33929 -0.05 -0.11 -0.20 0.133
H 3.55649 10.48282 0.55325 -0.05 0.08 -0.47 0.116
H 4.88279 9.91183 -0.46985 -0.10 -0.15 0.09 0.135
H 4.79970 10.06568 2.41962 -0.16 0.30 -0.32 0.127
H 5.97880 9.17259 1.57847 -0.01 -0.02 -0.23 0.131
H 4.23785 8.00605 3.35910 -0.57 0.19 -0.15 0.147
H 4.92976 7.14391 2.00144 -0.06 0.01 -0.08 0.124
H 2.17118 9.77596 2.21910 -0.33 -0.15 -0.10 0.117
H 1.71507 8.25541 3.10801 -0.22 0.36 -0.01 0.109
H 1.05873 8.50164 1.43475 -0.37 0.86 0.50 0.093
C 0.73647 -4.26802 -1.38959 -0.47 1.14 0.33 -0.078
C 0.23328 -3.29851 -2.48865 -0.01 -0.14 -0.36 -0.238
C 1.28014 -2.24606 -2.89943 0.83 0.31 -0.10 -0.173
C 0.81316 -1.22179 -4.02581 1.27 -0.52 1.25 -0.093
N 1.85705 -0.34876 -4.73592 -0.62 0.39 0.93 -0.241
C 1.08358 0.65111 -5.63235 0.66 -1.34 -0.47 -0.065
C 1.99765 0.66850 -6.86497 -0.61 1.61 -0.99 -0.134
C 2.38441 -0.76157 -7.07598 0.11 -0.86 -0.70 -0.149
C 2.68226 -1.23293 -5.70019 0.79 0.40 1.50 -0.083
C 2.67976 0.52188 -3.72076 -0.80 -2.39 -0.34 0.067
H -0.01275 -5.00368 -1.09706 0.09 -0.27 -0.49 0.077
H 0.92821 -3.74992 -0.44996 0.22 0.34 0.08 0.038
H 1.67154 -4.73178 -1.70372 -0.18 -0.23 -0.06 0.084
H -0.69962 -2.76598 -2.30369 -0.14 -0.15 0.71 0.073
H -0.03849 -3.96708 -3.30550 0.27 0.24 -0.54 0.118
H 2.18989 -2.80906 -3.10794 0.07 -0.01 -1.10 0.118
H 1.68202 -1.74371 -2.01952 -0.60 0.54 0.42 0.084
H 0.17484 -0.44070 -3.61284 -0.67 -0.56 0.08 0.115
H 0.34475 -1.88124 -4.75644 -0.26 0.70 -0.37 0.139
H 0.83124 1.54302 -5.05883 0.41 0.10 -0.27 0.137
H 0.15878 0.11730 -5.85117 -0.09 0.23 -0.34 0.129
H 2.85876 1.33385 -6.80254 0.23 -0.13 0.69 0.135
H 1.52897 1.10044 -7.74921 -0.51 -0.17 0.08 0.143
H 3.27448 -0.92943 -7.68236 0.01 0.40 -0.11 0.150
H 1.63187 -1.38474 -7.55915 -0.38 0.29 0.07 0.137
H 3.71543 -0.98248 -5.45948 0.08 -0.44 0.09 0.143
H 2.44837 -2.27490 -5.48179 0.22 0.12 0.00 0.133
H 3.36844 1.19092 -4.23671 -0.19 -0.18 0.02 0.126
H 3.15641 -0.23047 -3.09237 0.66 0.32 -0.14 0.096
H 1.97593 1.02559 -3.05819 -0.10 0.38 -0.45 0.083
O -0.19568 0.23274 -0.82917 0.74 0.46 2.02 0.161
C 0.52792 0.25848 0.31569 -1.78 -1.34 -0.38 -0.680
O 1.76469 0.30157 0.18330 -0.31 0.23 1.51 0.220
O -0.05227 0.06724 1.42612 1.33 0.48 -0.74 0.179
H 0.60757 0.45967 -1.30339 -0.02 0.25 -2.45 0.090
```
Forces are in eV/Å.

Properties
Charge: +7
Expectation value of S²: 0.760
E (hartree): -2640.7822
LUMO energy (spin up / spin down) (eV): -15.7544 / -19.2372
Multiplicity: 2
Energy above the lowest of the compared OMol25 structures with the same formula, charge and spin (kcal per mole): 0.0